{"formula": "C10H25Cl2NO3", "method": "ωB97M-V/def2-TZVPD", "species": ["Cl", "Cl", "O", "O", "O", "N", "C", "C", "C", "C", "C", "C", "C", "C", "C", "C", "H", "H", "H", "H", "H", "H", "H", "H", "H", "H", "H", "H", "H", "H", "H", "H", "H", "H", "H", "H", "H", "H", "H", "H", "H"], "positions_angstrom": [[-0.6144, -2.8640, 2.1974], [-3.0381, -1.0521, -0.9745], [-1.3672, -3.8572, -3.2262], [-1.6212, 2.4198, 3.9568], [1.9850, 0.6232, -2.5940], [0.7724, -3.7884, -2.7478], [-0.3332, -3.2131, -3.2440], [-1.3724, -1.5663, 1.2106], [0.7445, 2.8714, 4.4051], [-0.3290, 2.2482, 3.4342], [-2.0658, -2.1675, 0.0030], [1.2619, 1.0626, -1.4748], [1.9966, 0.5593, -0.2481], [-0.1988, 0.4841, -1.5455], [-0.2987, -1.8786, -4.0233], [-0.1609, 2.7580, 1.9931], [2.6147, 1.2814, -2.8974], [0.5757, 3.9306, 4.5994], [-0.3765, -1.9872, -5.1051], [1.5248, 1.0258, 0.6167], [-0.7122, 3.6929, 1.8928], [-0.8338, 0.9315, -2.3102], [2.0705, -0.5153, -0.0812], [1.6745, -3.3360, -2.7888], [-0.1368, -0.6020, -1.6136], [-1.3649, 2.3682, 4.8805], [-0.1197, 1.1792, 3.4750], [1.1768, 2.1438, -1.5832], [0.8322, 2.8982, 1.5664], [-0.7765, 0.7458, -0.6590], [-2.8340, -2.8490, 0.3681], [-0.5668, -0.9054, 0.8908], [1.6947, 2.8227, 3.8733], [0.6752, -1.4124, -3.8737], [2.9879, 1.0102, -0.2029], [-1.0251, -1.1488, -3.6657], [-0.6307, 2.0666, 1.2935], [0.8339, 2.4181, 5.3923], [-2.0168, -1.0099, 1.8912], [-1.3314, -2.6425, -0.6475], [0.7039, -4.7457, -2.4331]], "lowdin_charge": [0.54, 0.59, 0.01, -0.03, -0.06, 0.16, -0.60, -0.64, -0.05, -0.49, -0.66, -0.47, -0.05, -0.08, 0.00, -0.05, 0.09, 0.08, 0.09, 0.05, 0.09, 0.08, 0.09, 0.10, 0.05, 0.08, 0.12, 0.14, 0.07, 0.04, 0.06, 0.03, 0.07, 0.05, 0.08, 0.06, 0.05, 0.07, 0.07, 0.05, 0.11], "total_energy_ha": -1596.85554, "gap_ev": 10.1, "homo_ev": -9.55, "de_lowest_kcal_mol": 14.1, "smiles": "CC(N)=O.CC(C)O.CC(C)O.ClCCCl", "e_lumo_ev": 0.531}

---

{"formula": "C3H3ClN2", "method": "ωB97M-V/def2-TZVPD", "species": ["Cl", "N", "N", "C", "C", "C", "H", "H", "H"], "positions_angstrom": [[2.4313, -0.7058, 0.0270], [1.2437, 2.4562, 0.0488], [-1.4159, -0.2718, 0.0798], [0.8383, -0.0595, -0.0344], [-0.1626, -0.8903, -0.1735], [0.9357, 1.3492, -0.1073], [-0.0922, -2.0675, 0.0119], [-1.5666, 0.8453, -0.2257], [-2.2117, -0.6558, 0.3734]], "lowdin_charge": [0.68, 0.17, 0.03, -0.75, -0.20, -0.30, 0.17, 0.19, 0.01], "total_energy_ha": -685.73645, "gap_ev": 9.2, "homo_ev": -8.79, "de_lowest_kcal_mol": 49.6, "smiles": "N#C/C(Cl)=C\\N", "e_lumo_ev": 0.402}

---

{"formula": "C42H105N7", "method": "ωB97M-V/def2-TZVPD", "species": ["N", "N", "N", "N", "N", "N", "N", "C", "C", "C", "C", "C", "C", "C", "C", "C", "C", "C", "C", "C", "C", "C", "C", "C", "C", "C", "C", "C", "C", "C", "C", "C", "C", "C", "C", "C", "C", "C", "C", "C", "C", "C", "C", "C", "C", "C", "C", "C", "C", "H", "H", "H", "H", "H", "H", "H", "H", "H", "H", "H", "H", "H", "H", "H", "H", "H", "H", "H", "H", "H", "H", "H", "H", "H", "H", "H", "H", "H", "H", "H", "H", "H", "H", "H", "H", "H", "H", "H", "H", "H", "H", "H", "H", "H", "H", "H", "H", "H", "H", "H", "H", "H", "H", "H", "H", "H", "H", "H", "H", "H", "H", "H", "H", "H", "H", "H", "H", "H", "H", "H", "H", "H", "H", "H", "H", "H", "H", "H", "H", "H", "H", "H", "H", "H", "H", "H", "H", "H", "H", "H", "H", "H", "H", "H", "H", "H", "H", "H", "H", "H", "H", "H", "H", "H"], "positions_angstrom": [[-0.5318, -3.8426, -3.9221], [-4.3923, -3.1593, 4.4550], [4.7570, -5.1585, -1.2832], [-3.3504, 6.7560, 3.0603], [1.1062, -2.7679, 2.9323], [2.1763, 7.0220, -2.6549], [0.4226, 0.7610, -1.7990], [0.7721, -3.3240, -3.4925], [-1.6643, -0.1374, -0.8377], [1.7917, -3.4115, -4.6083], [2.4530, -2.8125, 2.4220], [0.2483, 6.2789, -1.2964], [-1.1161, -3.2234, -5.0893], [-5.6827, 6.2741, 2.2514], [-3.9774, -2.5971, 3.1788], [-1.7264, 7.2349, 4.9129], [-3.0172, -5.1909, 4.1611], [3.5156, -6.8474, 0.0699], [7.0332, -4.5673, -2.1388], [4.3043, -6.5532, -1.1998], [3.6089, -4.2495, -1.2815], [-1.4771, -1.7187, -4.9727], [1.9549, 5.5028, -4.6893], [-2.4153, 6.2595, 2.0440], [-2.6726, 7.7826, 3.8669], [-2.7337, -4.7094, -3.1100], [0.9608, 1.0824, -0.4803], [1.0360, 1.5182, -2.8830], [2.9224, -1.3928, 2.1670], [-4.5553, 7.3073, 2.4248], [0.3253, -3.9830, 2.7495], [4.0142, -2.7707, -1.4361], [-1.0354, 0.8515, -1.8241], [1.5847, 6.8198, -3.9543], [4.5822, 6.1833, -2.8629], [0.5970, 2.4621, 0.0491], [-4.3403, -4.5940, 4.6323], [-6.9606, -3.0333, 4.4210], [0.2232, -4.4906, 1.2950], [5.6128, -5.0152, -2.4723], [3.5826, 7.3462, -2.6178], [-1.4439, -3.9619, -2.7874], [0.4765, -0.9024, 4.5051], [1.7332, 6.1444, -1.5836], [-3.4621, -1.1478, 3.3259], [-2.9049, 5.0614, 1.2609], [-5.6067, -2.5799, 4.9924], [2.5289, 1.1819, -3.0373], [1.0353, -2.3245, 4.3169], [-4.3569, 7.8017, 1.4627], [-2.1065, 4.4562, 0.8136], [1.1934, -4.7360, 0.8764], [-0.3576, -3.2515, -5.8783], [-4.9630, 8.0720, 3.0889], [4.8388, 6.2080, -3.9218], [-1.4687, 0.6497, -2.8027], [2.3361, 6.3643, -0.7052], [5.2061, -4.1958, -3.0803], [-3.2058, -3.2126, 2.7277], [-4.2044, -0.4207, 3.0014], [-2.1565, 8.4622, 3.1634], [1.2205, 2.6836, 0.9192], [2.7924, -3.7305, -4.3137], [-0.4408, 5.9700, -2.0908], [-2.2080, 6.6032, 5.6546], [-1.0966, -1.0613, -0.7282], [-5.5252, -2.6256, 6.0847], [-3.4378, 4.3726, 1.9116], [2.9702, 5.5119, -5.0846], [-0.8289, 6.7623, 4.5144], [0.5190, -0.3177, 3.5911], [-2.6290, -0.4537, -1.2531], [2.1669, -0.7883, 1.6544], [-3.3698, -4.1691, -3.8112], [-1.9060, 0.2865, 0.1377], [-0.3835, -5.3967, 1.3366], [3.8612, 8.1842, -3.2603], [7.6164, -5.3946, -1.7187], [3.0542, -2.2455, -1.5476], [5.4494, 6.2549, -2.2153], [-3.1837, -1.0003, 4.3667], [-7.1431, -4.0778, 4.6784], [-1.9557, -3.7901, -5.4853], [-0.2831, -3.7547, 0.6652], [2.0495, -2.3118, 4.7475], [-0.5753, -0.9249, 4.8213], [5.1844, -7.1995, -1.1899], [1.8658, -2.4871, -5.1828], [-2.2671, -4.4396, 4.4147], [-2.7670, -6.1857, 4.5140], [-4.4153, -4.7721, 5.7132], [-6.6534, 6.7352, 2.4305], [2.8614, 1.3896, -4.0561], [1.7432, 4.6385, -4.0604], [2.4994, -6.4568, 0.0005], [-0.6847, -3.9104, 3.1353], [-1.3570, 1.8708, -1.5533], [3.1479, -3.3377, 3.0969], [4.3948, -2.4926, -0.4542], [-1.4712, -1.2299, -5.9447], [4.0569, 5.2405, -2.7110], [0.5969, 1.1581, -3.8155], [2.7162, 0.1344, -2.7982], [3.8625, -1.2476, 1.6276], [3.0535, -4.2901, -0.3513], [-1.3359, 8.1176, 5.4368], [-1.5721, 5.9417, 2.6733], [0.6779, -2.3136, -3.0601], [-0.9107, -4.5112, -2.0065], [2.0370, 0.8918, -0.4900], [-3.4308, 5.3869, 0.3591], [-3.4365, 8.3986, 4.3411], [3.1907, 1.7826, -2.4052], [-4.8183, -2.6195, 2.4603], [0.9262, -0.3894, 5.3592], [-5.5636, -1.4895, 4.8539], [-3.0258, -5.2348, 3.0671], [0.6224, 0.2973, 0.2044], [0.8629, 3.2382, -0.6718], [0.4973, -3.0287, 4.9555], [3.0659, -0.7240, 3.0296], [-3.2336, -4.9434, -2.1757], [-5.1973, -5.1293, 4.1897], [1.9119, 5.0962, -1.8892], [4.5628, -2.4974, -2.3288], [-5.6567, 5.8173, 1.2625], [2.9978, -4.5166, -2.1624], [-6.9647, -3.0270, 3.3294], [-2.4973, -1.6756, -4.5718], [2.4384, -3.2968, 1.4500], [1.3253, 5.4109, -5.5810], [-2.5939, -1.0253, 2.6767], [0.5014, 6.7676, -3.8389], [1.8412, 7.6536, -4.6089], [3.7594, 7.7456, -1.6105], [-0.0559, 5.7140, -0.4158], [-5.5748, 5.4713, 2.9808], [7.1231, -3.7040, -1.4885], [0.8551, -4.8209, 3.2505], [1.0376, -3.9861, -2.6661], [0.8919, 2.6014, -2.7592], [4.0036, -6.4139, 0.9428], [3.4381, -7.9258, 0.2132], [-0.4568, 2.5302, 0.3045], [3.7109, -6.7829, -2.1022], [-1.6681, -2.9638, -2.3630], [7.5474, -4.3657, -3.0874], [5.5661, -5.8697, -3.1502], [-2.4370, -5.6033, -3.6679], [-1.9793, 7.0872, 1.4594], [-0.8514, -1.1651, -4.2721], [-7.7004, -2.3363, 4.8036], [-0.0407, 7.3352, -1.2461], [1.4605, -4.1915, -5.2994]], "lowdin_charge": [-0.20, -0.21, -0.18, -0.19, -0.19, -0.21, -0.19, -0.26, -0.09, -0.08, -0.25, -0.09, -0.25, -0.09, -0.24, -0.09, -0.09, -0.09, -0.09, -0.27, -0.25, -0.07, -0.08, -0.27, -0.27, -0.08, -0.25, -0.25, -0.09, -0.26, -0.24, -0.07, -0.26, -0.23, -0.08, -0.07, -0.26, -0.08, -0.07, -0.27, -0.25, -0.26, -0.08, -0.25, -0.07, -0.08, -0.26, -0.08, -0.25, 0.12, 0.05, 0.03, 0.09, 0.10, 0.06, 0.10, 0.12, 0.09, 0.08, 0.06, 0.12, 0.08, 0.05, 0.07, 0.08, 0.06, 0.12, 0.08, 0.06, 0.06, 0.06, 0.07, 0.06, 0.06, 0.06, 0.08, 0.11, 0.07, 0.06, 0.07, 0.07, 0.06, 0.11, 0.07, 0.11, 0.05, 0.11, 0.08, 0.06, 0.07, 0.12, 0.06, 0.07, 0.05, 0.05, 0.08, 0.11, 0.12, 0.07, 0.07, 0.06, 0.11, 0.06, 0.06, 0.08, 0.07, 0.10, 0.11, 0.10, 0.11, 0.07, 0.11, 0.06, 0.11, 0.07, 0.11, 0.07, 0.09, 0.05, 0.11, 0.07, 0.07, 0.11, 0.09, 0.07, 0.06, 0.10, 0.07, 0.07, 0.08, 0.07, 0.06, 0.10, 0.11, 0.10, 0.06, 0.07, 0.07, 0.12, 0.09, 0.10, 0.08, 0.07, 0.06, 0.12, 0.10, 0.07, 0.11, 0.08, 0.12, 0.05, 0.07, 0.08, 0.08], "total_energy_ha": -2046.35619, "gap_ev": 8.7, "homo_ev": -8.00, "de_lowest_kcal_mol": 31.2, "smiles": "CCN(CC)CC.CCN(CC)CC.CCN(CC)CC.CCN(CC)CC.CCN(CC)CC.CCN(CC)CC.CCN(CC)CC", "e_lumo_ev": 0.683}